[1]
Density functional theory data (ωB97M-V/def2-TZVPD) for a molecular structure, C59H42Cl2MoN3O3Sb.

Computed properties:
- LUMO level (alpha / beta) (Ha) = -0.0240 / -0.0293
- relative energy (zero: lowest compared OMol25 entry of this formula, charge and spin) (eV) = 0.7811
- 2S+1 = 3
- gap between HOMO and LUMO (alpha / beta) (eV) = 6.78 / 6.84

Structure (XYZ):
```
111
Properties=species:S:1:pos:R:3:forces:R:3:mulliken_spin:R:1
Mo 0.268210 -0.409717 0.413959 -0.547 -0.666 0.048 2.10
Cl 0.560276 2.992328 6.751859 0.002 -0.022 -0.053 0.00
C 0.464747 2.517638 5.081208 -0.001 0.000 0.024 0.00
C -0.448661 3.152253 4.238603 -0.036 0.026 -0.009 0.00
C -0.535637 2.793540 2.912687 0.006 -0.015 0.094 0.00
C 0.254943 1.756577 2.407647 -0.128 -0.087 -0.412 0.06
O 0.113137 1.402826 1.128111 0.214 0.427 0.070 0.02
C 1.195705 1.145070 3.252971 0.183 -0.239 0.023 0.02
C 2.211691 0.269206 2.707108 -0.006 0.197 0.064 0.01
N 2.128798 -0.325511 1.574088 0.186 -0.240 -0.002 -0.03
C 3.329261 -0.736779 0.921271 -0.367 0.247 0.039 0.00
C 4.341818 -1.437293 1.495088 0.251 -0.116 -0.014 -0.01
C 5.509517 -1.719999 0.745029 -0.140 0.020 0.101 0.00
C 5.624627 -1.295823 -0.545307 -0.058 0.023 -0.081 0.00
C 4.563441 -0.585950 -1.165286 0.184 -0.024 -0.103 0.00
C 4.602477 -0.140341 -2.511052 0.075 -0.065 0.058 0.00
C 3.525437 0.500866 -3.033944 -0.153 0.040 0.054 0.00
C 2.377562 0.677124 -2.225918 0.044 0.024 -0.141 -0.02
N 2.301189 0.294983 -0.979346 0.047 -0.049 0.185 0.04
C 3.401338 -0.317447 -0.433499 -0.178 0.042 0.052 0.02
C 1.301075 1.547122 4.591073 -0.033 0.063 0.051 0.00
H -1.089243 3.927971 4.635435 0.004 0.007 0.011 0.00
H -1.244137 3.270922 2.250718 -0.005 0.000 -0.005 0.00
H 3.161070 0.236120 3.245096 -0.005 0.033 -0.027 0.00
H 4.240135 -1.808425 2.506363 -0.014 0.008 0.004 0.00
H 6.306953 -2.285769 1.206634 0.009 -0.002 0.006 0.00
H 6.515451 -1.513662 -1.120552 0.008 0.011 -0.013 0.00
H 5.487754 -0.328588 -3.106462 0.007 0.002 0.004 0.00
H 3.505215 0.844205 -4.058147 -0.005 0.011 -0.007 0.00
H 1.495103 1.127042 -2.659602 -0.002 -0.019 0.017 -0.01
H 2.039205 1.088731 5.236342 0.005 -0.013 0.002 0.00
Cl -3.484753 -6.757919 1.266967 0.015 0.063 -0.020 0.00
C -2.918862 -5.202819 0.706964 -0.028 -0.060 0.028 -0.01
C -1.952748 -5.142212 -0.279481 0.021 0.029 -0.004 0.01
C -1.500966 -3.901686 -0.707065 -0.029 -0.055 -0.017 -0.02
C -1.981283 -2.711965 -0.159615 0.084 0.104 -0.073 0.02
C -1.441729 -1.388227 -0.601627 0.152 -0.002 0.069 0.02
C -2.992061 -2.815670 0.797923 -0.033 0.016 0.057 -0.01
C -3.456283 -4.043566 1.239427 0.011 -0.001 -0.014 0.01
H -1.563716 -6.052140 -0.716103 0.006 -0.007 0.003 0.00
H -0.777463 -3.870594 -1.510196 0.061 0.023 -0.024 0.00
H -2.230686 -0.631766 -0.530775 0.012 0.069 0.069 -0.04
H -1.120415 -1.447847 -1.644851 -0.006 0.046 0.022 -0.06
H -3.422962 -1.915834 1.217105 -0.012 -0.034 -0.021 0.00
H -4.230476 -4.100377 1.992243 -0.006 -0.005 0.008 0.00
C -4.443111 1.029848 3.438773 -0.001 0.018 -0.069 -0.01
C -3.872306 1.345705 2.186506 -0.045 0.021 0.078 0.01
C -2.731945 0.721296 1.769232 0.064 -0.039 0.020 0.01
C -2.082206 -0.271312 2.555388 0.073 0.063 -0.041 -0.04
C -0.879950 -0.951405 2.141943 0.087 0.139 -0.178 -0.09
C -0.381082 -1.923406 2.972458 -0.011 -0.067 0.053 0.08
C -0.991360 -2.257163 4.205869 0.058 -0.014 -0.091 -0.03
C -2.106912 -1.600060 4.619886 -0.031 0.047 -0.054 0.05
C -2.678617 -0.593475 3.799619 -0.067 -0.020 0.153 -0.02
C -3.854283 0.081061 4.220348 0.056 -0.028 -0.023 0.01
H -5.342085 1.533122 3.770670 -0.006 0.005 -0.013 0.00
H -4.335934 2.093984 1.554952 -0.009 -0.001 -0.002 0.00
H -2.308625 1.010915 0.817993 0.013 -0.015 -0.026 -0.03
H 0.507841 -2.469667 2.685142 -0.028 0.039 0.044 0.01
H -0.556932 -3.039911 4.815566 0.007 -0.008 0.006 0.00
H -2.580024 -1.835954 5.565575 -0.010 -0.002 0.011 0.00
H -4.281166 -0.183104 5.180798 -0.003 -0.002 0.013 0.00
C -5.113337 4.849996 -3.633227 -0.016 -0.027 -0.006 0.00
C -5.073780 3.489946 -3.909636 0.007 0.038 0.018 0.00
C -3.994845 2.726867 -3.487165 0.005 0.039 -0.022 0.00
C -2.938443 3.314198 -2.792865 -0.073 -0.084 -0.149 0.00
C -2.991429 4.675492 -2.511494 -0.030 0.007 0.045 0.00
C -4.074133 5.439919 -2.930334 0.036 -0.013 0.008 0.00
Sb -1.336950 2.078923 -2.099944 0.127 -0.006 0.173 0.07
C -1.013069 0.976976 -3.904283 -0.065 -0.032 -0.083 -0.01
C -1.794002 -0.165911 -4.073549 0.032 -0.008 -0.031 0.02
C -1.645223 -0.971940 -5.193987 0.001 0.008 0.025 0.00
C -0.697437 -0.654260 -6.154305 0.017 0.008 0.011 0.00
C 0.098184 0.470736 -5.989880 -0.027 -0.015 -0.002 0.00
C -0.061400 1.282012 -4.874693 0.034 0.026 0.027 0.00
C 0.206788 3.543198 -2.290140 0.050 0.075 -0.022 -0.02
C 0.353901 4.356879 -3.415072 -0.089 0.024 0.013 0.00
C 1.381581 5.285812 -3.487812 0.011 -0.006 0.026 0.00
C 2.272204 5.421885 -2.429787 -0.017 -0.005 -0.008 0.00
C 2.127782 4.631502 -1.300108 -0.007 -0.024 -0.010 0.00
C 1.101758 3.695386 -1.231255 0.037 -0.028 -0.044 0.03
H -5.953361 5.446938 -3.963528 -0.008 0.004 0.000 0.00
H -5.883202 3.022386 -4.455170 -0.010 -0.005 -0.008 0.00
H -3.980988 1.667490 -3.719454 0.034 0.003 0.000 0.00
H -2.188084 5.153895 -1.963374 0.041 0.001 -0.015 0.00
H -4.101454 6.498939 -2.707761 0.001 0.011 0.001 0.00
H -2.515012 -0.454565 -3.315806 -0.015 0.009 0.008 -0.01
H -2.258378 -1.856869 -5.305292 -0.009 -0.007 0.000 0.00
H -0.571971 -1.285743 -7.024146 0.002 -0.007 -0.007 0.00
H 0.844418 0.720269 -6.733915 0.007 0.004 -0.005 0.00
H 0.575962 2.152367 -4.765959 -0.028 0.006 0.009 0.00
H -0.346004 4.277807 -4.240046 -0.011 -0.013 0.018 0.00
H 1.484152 5.907513 -4.368150 0.004 0.006 -0.005 0.00
H 3.073599 6.147053 -2.486494 0.005 0.013 0.001 0.00
H 2.814470 4.738186 -0.470018 0.011 0.003 0.011 0.00
H 1.010084 3.066611 -0.352427 -0.035 0.004 0.010 -0.03
O 0.973275 -1.762314 -2.579373 -0.002 0.058 0.012 -0.01
C 1.337920 -2.492204 -1.681258 -0.036 -0.042 0.129 -0.02
N 1.198995 -2.246710 -0.315618 0.119 -0.036 0.001 -0.06
C 1.791664 -3.295225 0.383572 0.010 0.003 -0.195 0.00
O 1.958735 -3.374067 1.580950 -0.019 0.030 0.055 0.00
C 2.275268 -4.309593 -0.608139 0.005 -0.034 0.176 0.00
C 2.888121 -5.530968 -0.419120 0.017 -0.010 -0.056 0.00
C 3.232532 -6.246092 -1.562943 -0.024 0.034 -0.043 0.00
C 2.969214 -5.740946 -2.837373 0.009 -0.018 0.046 0.00
C 2.351096 -4.505454 -3.008356 0.033 -0.040 0.019 0.00
C 2.016706 -3.813357 -1.862553 -0.084 0.109 -0.139 -0.02
H 3.083300 -5.912090 0.574116 -0.001 0.000 0.012 0.00
H 3.708406 -7.213130 -1.466162 0.008 -0.009 -0.008 0.00
H 3.247601 -6.324665 -3.705292 0.005 -0.011 0.004 0.00
H 2.135728 -4.102646 -3.989186 -0.002 0.006 -0.003 0.00
```
Positions in Å, forces in eV/Å.


[2]
Density functional theory data (ωB97M-V/def2-TZVPD) for a molecular structure, C59H42Cl3IMnNO2P2S3.

Computed properties:
- LUMO level (alpha / beta) (Ha) = -0.1445 / -0.1306
- total charge = +1
- 2S+1 = 2
- gap between HOMO and LUMO (alpha / beta) (eV) = 6.35 / 6.75

Structure (XYZ):
```
114
Properties=species:S:1:pos:R:3:forces:R:3:mulliken_spin:R:1
Mn 0.435017 0.732109 0.019871 -1.956 -1.550 2.009 0.79
Cl 0.685356 5.120943 5.909515 0.013 0.069 0.130 0.00
C 0.444910 4.260987 4.433632 -0.046 -0.103 -0.174 0.01
C 1.109017 3.064953 4.223400 0.028 -0.032 0.107 0.00
C 0.919961 2.400355 3.028421 -0.253 0.118 -0.267 0.00
Cl 1.782809 0.945913 2.696477 0.394 0.303 -0.147 -0.01
C 0.061884 2.875652 2.021292 0.483 -0.265 0.473 0.01
O -0.101481 2.245317 0.873091 -0.575 0.632 -1.080 -0.02
C -0.601852 4.084420 2.289169 0.178 -0.285 -0.047 0.00
Cl -1.664977 4.718091 1.091174 -0.138 0.083 -0.008 0.00
C -0.406302 4.776210 3.470010 -0.017 0.044 0.042 0.00
H 1.767999 2.658212 4.977655 0.044 0.019 -0.029 0.00
H -0.911953 5.717342 3.632203 -0.030 -0.017 0.005 0.00
I -0.508993 3.269301 -2.041732 -0.353 0.033 -0.459 0.00
C -1.640016 2.923493 -3.783702 0.315 0.382 0.374 0.00
C -2.072056 4.071874 -4.389431 0.051 -0.012 0.096 0.00
C -2.815282 4.029702 -5.577634 -0.058 -0.081 -0.107 0.00
C -3.092008 2.819495 -6.132554 -0.006 0.123 -0.013 0.00
C -2.656910 1.618847 -5.525102 0.058 0.002 0.129 0.00
C -2.966989 0.406242 -6.170510 0.016 -0.108 -0.018 0.00
C -2.547105 -0.780673 -5.654346 -0.092 0.019 -0.089 0.00
C -1.837141 -0.784145 -4.451537 0.131 0.184 0.121 0.00
C -1.525452 0.365153 -3.753422 0.167 0.296 -0.084 -0.01
P -0.701496 -0.139650 -2.135771 -0.292 -0.300 0.258 -0.02
C 0.574096 -1.195334 -2.891655 0.217 0.140 0.272 0.00
C 0.743545 -2.560861 -2.707257 -0.085 0.030 0.154 -0.01
C 1.715255 -3.239210 -3.430440 0.100 -0.103 -0.009 0.00
C 2.532009 -2.558223 -4.316951 0.028 0.024 0.000 0.00
C 2.403089 -1.182060 -4.463344 -0.002 -0.024 -0.012 0.00
C 1.433750 -0.504236 -3.750218 -0.001 0.025 0.044 -0.01
C -2.185804 -1.057752 -1.572874 0.037 0.147 0.365 0.00
C -3.124990 -0.210700 -0.979757 0.113 -0.004 -0.006 -0.01
C -4.361029 -0.688005 -0.582170 -0.041 -0.002 0.042 0.00
C -4.680585 -2.024975 -0.776530 0.003 0.024 0.004 0.00
C -3.762584 -2.864681 -1.384949 -0.011 -0.103 0.007 0.00
C -2.520034 -2.389594 -1.779253 0.151 -0.041 0.008 0.00
C -1.911219 1.630197 -4.295361 -0.148 -0.117 -0.239 0.00
H -1.830789 5.030336 -3.951229 0.012 -0.011 0.007 0.00
H -3.142775 4.950269 -6.040303 -0.011 -0.005 -0.008 0.00
H -3.644097 2.749255 -7.061127 -0.016 -0.008 0.011 0.00
H -3.539261 0.442417 -7.088698 0.016 0.006 -0.018 0.00
H -2.764972 -1.715823 -6.151754 0.003 -0.007 0.010 0.00
H -1.531271 -1.742109 -4.057607 -0.007 -0.009 -0.081 0.00
H 0.118837 -3.103860 -2.010535 0.061 0.003 0.018 0.00
H 1.834098 -4.307653 -3.301843 -0.022 0.008 0.014 0.00
H 3.280856 -3.092495 -4.886944 -0.006 -0.015 0.016 0.00
H 3.052933 -0.643090 -5.139927 0.019 0.026 0.036 0.00
H 1.334186 0.570896 -3.861327 -0.002 -0.019 -0.056 0.00
H -2.881069 0.840268 -0.848676 -0.044 -0.007 0.066 0.00
H -5.077282 -0.018420 -0.124225 0.011 0.019 0.014 0.00
H -5.643879 -2.404744 -0.461486 0.000 -0.001 -0.034 0.00
H -4.012381 -3.900961 -1.570485 0.003 -0.031 0.053 0.00
H -1.833652 -3.071541 -2.261832 -0.051 0.014 0.008 0.00
N -0.422740 -0.451030 0.935740 0.766 0.531 -1.317 0.22
P -1.081052 -1.248333 2.148617 0.013 -0.104 0.632 -0.01
C -0.007629 -1.428112 3.603386 -0.185 -0.076 -0.231 0.02
C 0.918070 -2.465240 3.664298 -0.057 0.089 0.048 0.00
C 1.778447 -2.559256 4.747030 0.027 -0.012 -0.018 0.00
C 1.717354 -1.617623 5.763328 0.063 -0.018 -0.003 0.00
C 0.794562 -0.582175 5.704063 -0.049 0.038 0.030 0.00
C -0.066644 -0.481485 4.625251 -0.097 -0.179 0.132 0.00
C -1.493787 -2.940463 1.647230 0.069 0.334 -0.152 0.02
C -0.566235 -3.597007 0.841946 -0.037 0.015 -0.113 0.01
C -0.769459 -4.917431 0.476454 0.039 -0.012 -0.006 0.00
C -1.904355 -5.587946 0.914252 0.023 0.028 -0.019 0.00
C -2.837834 -4.928661 1.699260 -0.083 -0.040 -0.005 0.00
C -2.640894 -3.604408 2.063221 -0.027 0.045 0.012 0.00
C -2.519145 -0.381381 2.809508 0.161 -0.072 -0.208 0.01
C -3.205261 -0.895588 3.909628 -0.035 0.055 -0.021 0.00
C -4.258751 -0.179266 4.452996 0.023 -0.066 0.012 0.00
C -4.607238 1.055641 3.919507 -0.004 0.034 0.002 0.00
C -3.900655 1.582117 2.848166 -0.023 0.064 0.018 0.00
C -2.853110 0.864512 2.290870 0.032 -0.098 -0.083 0.01
H 0.959754 -3.199911 2.872251 0.033 -0.052 0.021 0.00
H 2.490139 -3.372758 4.798737 0.019 0.021 0.004 0.00
H 2.393362 -1.690630 6.605264 -0.021 -0.009 0.016 0.00
H 0.746476 0.147681 6.501846 -0.004 0.008 -0.003 0.00
H -0.782024 0.330181 4.577928 0.028 0.018 0.014 0.00
H 0.299454 -3.051788 0.488723 0.107 -0.004 -0.041 0.00
H -0.042220 -5.424906 -0.145810 -0.015 0.010 0.008 0.00
H -2.063593 -6.621732 0.636904 -0.004 0.003 0.002 0.00
H -3.729602 -5.447466 2.026309 0.001 0.019 0.001 0.00
H -3.387604 -3.093495 2.654475 -0.019 -0.042 -0.018 0.00
H -2.894799 -1.832928 4.355094 -0.042 0.022 0.050 0.00
H -4.796949 -0.576108 5.303434 -0.002 0.008 0.001 0.00
H -5.422371 1.615678 4.358662 -0.004 0.010 -0.019 0.00
H -4.154123 2.557124 2.452193 0.000 0.001 -0.001 0.00
H -2.277228 1.263322 1.464651 -0.055 0.057 0.008 -0.01
O 1.966310 0.778911 -0.726342 1.160 -0.199 -0.784 0.02
C 3.339755 0.900865 -0.322405 0.481 0.256 0.370 0.00
C 3.508108 2.306789 0.244828 -0.016 -0.018 0.210 0.00
C 2.676553 3.355077 -0.009755 -0.018 -0.038 0.010 0.00
C 3.097478 4.572045 0.591088 -0.047 0.044 -0.034 0.00
C 4.264980 4.434809 1.265922 0.169 -0.074 0.006 0.00
S 4.861899 2.829082 1.181204 -0.214 0.106 -0.076 0.00
C 4.249351 0.806674 -1.543907 -0.130 -0.336 0.016 0.00
C 4.641285 1.820507 -2.367388 -0.134 -0.007 -0.072 0.00
C 5.548919 1.397108 -3.372145 -0.009 0.116 -0.089 0.00
C 5.839387 0.072613 -3.284026 -0.098 -0.259 0.107 0.00
S 5.014752 -0.679113 -1.987210 0.002 0.245 -0.101 0.00
C 3.701882 -0.231196 0.647390 -0.435 -0.035 -0.260 -0.01
C 4.607091 -0.318770 1.660852 0.027 0.009 -0.110 0.00
C 4.665841 -1.612211 2.248864 0.102 0.037 0.060 0.00
C 3.807485 -2.487898 1.673453 -0.157 -0.082 -0.277 0.00
S 2.921408 -1.756331 0.399872 0.078 -0.003 0.181 0.00
H 1.798204 3.275739 -0.631791 0.116 -0.041 0.103 0.00
H 2.544078 5.497113 0.516696 0.045 0.025 -0.001 0.00
H 4.826737 5.183765 1.800540 -0.035 0.000 0.026 0.00
H 4.296928 2.839124 -2.258303 0.027 0.003 0.047 0.00
H 5.978003 2.060071 -4.109264 0.001 -0.022 -0.014 0.00
H 6.495878 -0.518996 -3.902332 0.033 0.075 -0.025 0.00
H 5.226705 0.496012 1.994417 0.015 0.012 0.024 0.00
H 5.327171 -1.869437 3.063625 -0.013 0.017 0.004 0.00
H 3.649553 -3.528974 1.909327 0.021 0.026 0.020 0.00
```
Positions in Å, forces in eV/Å.


Calculated largest force on an atom, 0.9 3.2 eV/Å (same order as the records).